Entry 1:
The following is a quantum chemistry calculation of 2 unconnected molecules or ions with the total composition ClH3N2OS, from OMol25.

```
8
ClH3N2OS | OMol25 | ωB97M-V with the def2-TZVPD basis set
N -0.6026 1.4135 1.5583
Cl 1.9411 -2.3083 -2.2512
O -0.6418 1.2779 -1.0862
H -0.2721 -1.3526 1.1739
H 1.1793 -1.3971 -1.5343
N -0.3552 -0.8160 0.2684
H -0.7593 2.4815 1.6407
S -0.4895 0.7010 0.2304
```

**DFT total energy**: -28431.4247 eV
**Orbital gap**: 10.8 eV
**Relative energy (zero: lowest compared OMol25 entry of this formula, charge and spin)**: 26.0 kcal per mole
**SMILES**: N=S(=N)=O.Cl
**E_LUMO**: -0.368 eV

=====

Entry 2:
The following is a quantum chemistry calculation of 2 unconnected molecules or ions with the total composition ClH3N2OS, from OMol25.

```
8
ClH3N2OS | OMol25 | ωB97M-V with the def2-TZVPD basis set
S -0.5492 -0.3927 -0.0971
H 1.1053 1.2210 -0.3626
N 0.5401 0.5770 -0.8878
O -1.1978 -1.1504 -1.1074
H 1.0707 -0.7179 2.0822
N 0.7366 -1.5412 1.5829
H 0.2884 0.9110 -1.8087
Cl -1.9942 1.0932 0.5986
```

**DFT total energy**: -28429.1467 eV
**Orbital gap (alpha / beta)**: 8.5 / 8.5 eV
**Relative energy (zero: lowest compared OMol25 entry of this formula, charge and spin)**: 78.5 kcal per mole
**E_LUMO (alpha / beta)**: -1.601 / -1.312 eV

=====

Entry 3:
The following is a quantum chemistry calculation of 2 unconnected molecules or ions with the total composition ClH3N2S, from OMol25.

```
7
ClH3N2S | OMol25 | ωB97M-V with the def2-TZVPD basis set
S -1.8447 0.6958 -0.6079
N -0.8200 1.1870 0.2930
Cl -2.6968 -1.0803 0.0575
N 1.6272 -0.2820 0.0540
H 1.0962 -1.0062 0.5019
H 1.4943 0.6249 0.5244
H 1.1439 -0.1391 -0.8228
```

**DFT total energy**: -26384.9220 eV
**Orbital gap**: 8.4 eV
**Relative energy (zero: lowest compared OMol25 entry of this formula, charge and spin)**: 4.2 kcal per mole
**E_LUMO**: -1.537 eV

=====

Entry 4:
The following is a quantum chemistry calculation of ClH3N3P3 in the gas phase, from OMol25.

```
10
ClH3N3P3 | OMol25 | ωB97M-V with the def2-TZVPD basis set
P 0.5542 -0.3190 0.2860
H -1.0211 0.5458 1.5656
N 0.3624 0.8777 -0.9892
N -0.8393 -0.4407 1.0976
H 1.3118 0.9952 -1.4664
P -2.8709 -0.0456 -0.4017
Cl -4.4522 0.4501 0.7025
H 0.1760 -1.3578 -0.7159
P -0.8566 2.0793 -1.1685
N -2.1775 1.3437 -0.7924
```

**2S+1**: 3
**DFT total energy**: -44905.6499 eV
**Orbital gap (alpha / beta)**: 6.4 / 6.8 eV
**Relative energy (zero: lowest compared OMol25 entry of this formula, charge and spin)**: 11.6 kcal per mole
**E_LUMO (alpha / beta)**: -0.155 / -2.580 eV

=====

Entry 5:
The following is a quantum chemistry calculation of a molecular structure, ClH3O2SSi, from OMol25.

```
8
ClH3O2SSi | OMol25 | ωB97M-V with the def2-TZVPD basis set
O 0.0601 0.0462 1.2805
Si -0.6074 -1.0054 0.2474
S 1.3129 1.5385 0.1789
H -0.0920 -0.5028 -1.1429
O 1.8929 0.8784 -0.9502
H -2.0971 -1.0477 0.4451
Cl -0.4167 2.3416 -0.4765
H -0.0526 -2.2489 0.4178
```

**DFT total energy**: -35376.8884 eV
**Orbital gap**: 8.5 eV
**Relative energy (zero: lowest compared OMol25 entry of this formula, charge and spin)**: 37.9 kcal per mole
**E_LUMO**: -1.953 eV

=====

Entry 6:
The following is a quantum chemistry calculation of 2 unconnected molecules or ions with the total composition ClH4N2OP, from OMol25.

```
9
ClH4N2OP | OMol25 | ωB97M-V with the def2-TZVPD basis set
O 1.4022 -0.7901 -0.6094
P 0.2735 0.3845 -0.7045
H -1.7556 0.1047 -1.5450
Cl -0.9265 1.3926 1.8729
H 1.5597 -1.0451 0.3652
H -1.3465 -1.0941 -0.4585
N -1.1059 -0.4946 -1.2163
H 1.6514 1.1714 1.2473
N 0.2478 0.3707 1.0482
```

**DFT total energy**: -26900.9540 eV
**Orbital gap**: 8.2 eV
**Relative energy (zero: lowest compared OMol25 entry of this formula, charge and spin)**: 124.9 kcal per mole
**E_LUMO**: -0.929 eV

=====

Entry 7:
The following is a quantum chemistry calculation of 2 unconnected molecules or ions with the total composition ClH4N2P, from OMol25.

```
8
ClH4N2P | OMol25 | ωB97M-V with the def2-TZVPD basis set
N 0.7067 -0.6663 -0.2734
Cl -1.9132 -0.7621 -1.2529
P -2.0433 1.0050 -0.3220
H -1.5857 1.6058 -1.3889
H 1.3904 -0.4103 -0.9500
N 0.3671 0.2879 0.5581
H 0.1511 -1.5556 -0.4473
H -0.5424 0.0943 1.0331
```

**DFT total energy**: -24853.2091 eV
**Orbital gap (alpha / beta)**: 8.4 / 7.3 eV
**Relative energy (zero: lowest compared OMol25 entry of this formula, charge and spin)**: 96.9 kcal per mole
**E_LUMO (alpha / beta)**: 0.523 / -0.460 eV

=====

Entry 8:
The following is a quantum chemistry calculation of 2 unconnected molecules or ions with the total composition ClH5N3PS, from OMol25.

```
11
ClH5N3PS | OMol25 | ωB97M-V with the def2-TZVPD basis set
H -0.2091 0.8484 1.6347
H 0.8314 -0.3733 1.9049
Cl 2.4076 0.9810 0.1390
P -0.5239 -0.7163 0.0013
N -1.6270 0.4465 -0.5355
N 1.5909 0.3041 -1.1514
S -1.0229 -2.5810 -0.0827
H 2.2764 -0.4118 -1.3844
H -1.2247 1.3794 -0.8756
H -2.4173 0.2830 -1.1484
N -0.0816 -0.1600 1.4982
```

**DFT total energy**: -37196.4750 eV
**Orbital gap (alpha / beta)**: 7.4 / 7.4 eV
**Relative energy (zero: lowest compared OMol25 entry of this formula, charge and spin)**: 53.0 kcal per mole
**E_LUMO (alpha / beta)**: -0.808 / -0.808 eV

=====

Entry 9:
The following is a quantum chemistry calculation of 2 unconnected molecules or ions with the total composition ClH5OSi2, from OMol25.

```
9
ClH5OSi2 | OMol25 | ωB97M-V with the def2-TZVPD basis set
H -0.6838 -1.6070 -2.0458
H -1.1036 1.7944 2.2892
Si 0.5846 -1.3345 -1.4474
H 1.7577 -1.2198 -2.4772
Cl -0.9531 1.4365 -0.5380
H -1.1526 -0.2298 1.3144
H 1.1408 1.2517 1.5195
Si -0.3451 1.0189 1.3192
O 0.7552 -1.1104 0.0661
```

**DFT total energy**: -30405.7211 eV
**Orbital gap**: 9.5 eV
**Relative energy (zero: lowest compared OMol25 entry of this formula, charge and spin)**: 74.7 kcal per mole
**SMILES**: O=[SiH2].[SiH3]Cl
**E_LUMO**: -0.615 eV

=====

Entry 10:
The following is a quantum chemistry calculation of a molecular structure, ClH6NaO7, from OMol25.

```
15
ClH6NaO7 | OMol25 | ωB97M-V with the def2-TZVPD basis set
O -1.6636 -8.6021 -7.5037
O -3.9051 -13.7885 -6.2054
O -2.4911 -10.7984 -7.3252
O -1.3030 -9.7885 -4.0869
Na -1.7812 -11.9885 -5.1162
O -1.9885 -13.9750 -3.9021
O -1.0203 -10.2629 -9.0902
H -4.5108 -13.1988 -5.7386
H -1.7024 -14.7988 -4.3239
H -2.0185 -9.1569 -3.9454
H -3.5086 -14.3148 -5.5114
H -0.5209 -9.2415 -4.2315
O -0.2422 -10.3448 -6.8578
Cl -1.3466 -9.9737 -7.7056
H -1.6267 -14.0273 -3.0060
```

**DFT total energy**: -31362.7780 eV
**Orbital gap**: 8.1 eV
**Relative energy (zero: lowest compared OMol25 entry of this formula, charge and spin)**: 6.9 kcal per mole
**E_LUMO**: -1.081 eV

=====

Entry 11:
The following is a quantum chemistry calculation of 3 unconnected molecules or ions with the total composition ClHN2O2, from OMol25.

```
6
ClHN2O2 | OMol25 | ωB97M-V with the def2-TZVPD basis set
Cl 1.4537 -7.1185 -3.1184
H 0.6603 1.2005 0.1053
O -1.6016 0.1239 0.5878
N 0.2349 2.0557 0.3395
O 0.8464 2.4158 1.3771
N -1.5938 1.3226 0.7087
```

**DFT total energy**: -19609.4037 eV
**Orbital gap (alpha / beta)**: 6.7 / 6.7 eV
**Relative energy (zero: lowest compared OMol25 entry of this formula, charge and spin)**: 69.9 kcal per mole
**E_LUMO (alpha / beta)**: 6.946 / 6.961 eV
**Net charge**: -2

=====

Entry 12:
The following is a quantum chemistry calculation of 2 unconnected molecules or ions with the total composition ClHNO, from OMol25.

```
4
ClHNO | OMol25 | ωB97M-V with the def2-TZVPD basis set
N -0.6176 0.0667 0.0402
H -0.1125 -0.2520 0.9523
Cl 1.8853 1.1377 -0.4207
O -1.1552 -0.9524 -0.5717
```

**DFT total energy**: -16075.1831 eV
**Orbital gap (alpha / beta)**: 7.7 / 7.7 eV
**Relative energy (zero: lowest compared OMol25 entry of this formula, charge and spin)**: 12.0 kcal per mole
**E_LUMO (alpha / beta)**: 3.858 / 3.858 eV
**Net charge**: -1

=====

Entry 13:
The following is a quantum chemistry calculation of a molecular structure, ClHNO2S, from OMol25.

```
6
ClHNO2S | OMol25 | ωB97M-V with the def2-TZVPD basis set
O -1.3140 1.0155 0.3575
S -0.0757 0.4300 -0.1362
N 0.5898 -1.6564 0.6274
O 1.0756 1.1138 0.3280
Cl -0.0862 0.6355 -2.4023
H -0.1896 -1.5384 1.2256
```

**DFT total energy**: -28957.1095 eV
**Orbital gap (alpha / beta)**: 7.6 / 7.6 eV
**Relative energy (zero: lowest compared OMol25 entry of this formula, charge and spin)**: 76.6 kcal per mole
**E_LUMO (alpha / beta)**: 3.006 / 3.167 eV
**Net charge**: -1

=====

Entry 14:
The following is a quantum chemistry calculation of a gas-phase ion, ClHNO2S (charge -1), from OMol25.

```
6
ClHNO2S | OMol25 | ωB97M-V with the def2-TZVPD basis set
S -0.5389 0.5624 -0.7227
O 0.1226 1.8505 -0.5867
O -1.7197 0.3523 0.1805
H 0.6118 -0.1819 0.9580
Cl 0.5168 -2.1010 0.0860
N 1.0074 -0.4823 0.0850
```

**DFT total energy**: -28959.1135 eV
**Orbital gap**: 7.7 eV
**Relative energy (zero: lowest compared OMol25 entry of this formula, charge and spin)**: 30.4 kcal per mole
**E_LUMO**: 3.874 eV
**Net charge**: -1

=====

Entry 15:
The following is a quantum chemistry calculation of a gas-phase ion, ClHNO2S (charge -1), from OMol25.

```
6
ClHNO2S | OMol25 | ωB97M-V with the def2-TZVPD basis set
O -1.4096 -0.9318 -1.9946
N -0.1218 -0.2313 0.6505
Cl -2.7204 1.1507 0.1817
H 0.3014 0.4202 0.0577
O -2.4036 -1.6113 0.6289
S -1.5012 -0.6611 0.0132
```

**DFT total energy**: -28957.0553 eV
**Orbital gap (alpha / beta)**: 8.6 / 8.6 eV
**Relative energy (zero: lowest compared OMol25 entry of this formula, charge and spin)**: 77.8 kcal per mole
**SMILES**: N=[S@](=O)([O-])Cl
**E_LUMO (alpha / beta)**: 3.628 / 3.628 eV
**Net charge**: -1

=====

Entry 16:
The following is a quantum chemistry calculation of a gas-phase ion, ClHNO2S2 (charge -1), from OMol25.

```
7
ClHNO2S2 | OMol25 | ωB97M-V with the def2-TZVPD basis set
O 3.0562 -0.6995 -0.5663
S 1.7525 -0.6836 -1.2551
H -0.6658 0.0760 0.1786
O 1.5404 0.5156 -2.0741
S -0.1319 -1.6809 1.2862
N 0.1329 -0.6347 0.0912
Cl -1.1931 -3.2226 0.2739
```

**DFT total energy**: -39795.2497 eV
**Orbital gap**: 7.7 eV
**Relative energy (zero: lowest compared OMol25 entry of this formula, charge and spin)**: 6.8 kcal per mole
**E_LUMO**: 3.573 eV
**Net charge**: -1

=====

Entry 17:
The following is a quantum chemistry calculation of a molecular structure, ClHNO3P, from OMol25.

```
7
ClHNO3P | OMol25 | ωB97M-V with the def2-TZVPD basis set
O -0.3558 -0.1170 1.0983
O 0.3843 -1.9798 -0.6019
O 0.7052 0.8149 -0.5597
P -0.2016 -0.6566 -0.4535
N 0.2172 1.1888 0.7364
H 1.0307 0.9963 1.3563
Cl -1.7800 -0.2467 -1.5760
```

**2S+1**: 3
**DFT total energy**: -29453.3310 eV
**Orbital gap (alpha / beta)**: 6.1 / 8.3 eV
**Relative energy (zero: lowest compared OMol25 entry of this formula, charge and spin)**: 94.1 kcal per mole
**E_LUMO (alpha / beta)**: 0.409 / -3.620 eV

=====

Entry 18:
The following is a quantum chemistry calculation of 2 unconnected molecules or ions with the total composition ClHNP, from OMol25.

```
4
ClHNP | OMol25 | ωB97M-V with the def2-TZVPD basis set
H 0.8844 -0.2463 -0.5481
Cl 1.4547 -1.1310 0.3546
N -0.5895 0.9619 -0.2509
P -1.7496 0.4154 0.4443
```

**DFT total energy**: -23316.2812 eV
**Orbital gap**: 10.3 eV
**Relative energy (zero: lowest compared OMol25 entry of this formula, charge and spin)**: 19.0 kcal per mole
**SMILES**: N#P.Cl
**E_LUMO**: -0.660 eV

=====

Entry 19:
The following is a quantum chemistry calculation of a gas-phase ion, ClIO2P (charge -1), from OMol25.

```
5
ClIO2P | OMol25 | ωB97M-V with the def2-TZVPD basis set
O -0.8839 1.0565 1.2621
I 2.2211 0.3937 0.0075
O -0.7091 0.4117 -1.3951
Cl -0.3850 -1.9333 0.1757
P -0.2431 0.0714 -0.0503
```

**2S+1**: 3
**DFT total energy**: -34007.6488 eV
**Orbital gap (alpha / beta)**: 4.8 / 6.5 eV
**Relative energy (zero: lowest compared OMol25 entry of this formula, charge and spin)**: 28.5 kcal per mole
**E_LUMO (alpha / beta)**: 3.380 / 1.335 eV
**Net charge**: -1

=====

Entry 20:
The following is a quantum chemistry calculation of a molecular structure, ClMg, from OMol25.

```
2
ClMg | OMol25 | ωB97M-V with the def2-TZVPD basis set
Mg -1.8507 -1.2699 0.2424
Cl 1.8507 1.2699 -0.2424
```

**DFT total energy**: -17955.0356 eV
**Orbital gap**: 3.6 eV
**Relative energy (zero: lowest compared OMol25 entry of this formula, charge and spin)**: 116.7 kcal per mole
**E_LUMO**: -9.862 eV
**Net charge**: +1